Density functional theory data (wB97M-V/def2-TZVPD) for a cluster of 2 separate species, C3H6NO2 in total in a non-equilibrium geometry.

Charge   -1
Kohn-Sham gap   8.4 eV
Energy relative to the best compared isomer or geometry (same formula, charge and spin)   78.27 kJ/mol
Spin multiplicity   1

Atoms and positions in Å:
C1 -1.480 -0.959 1.747
C2 -0.528 -0.556 0.904
N1 0.115 -1.390 -0.017
H1 -1.881 -1.965 1.717
H2 -1.902 -0.282 2.474
H3 -0.078 0.429 0.881
H4 -0.546 -1.982 -0.509
H5 0.628 -0.831 -0.708
O1 2.572 1.944 -1.121
C3 1.435 1.880 -1.610
O2 0.567 0.972 -1.505
H6 1.097 2.741 -2.253

What are the natural (NBO) partial charges on each atom? They are as follows, in elementary charge units: -0.583, 0.046, -0.844, 0.173, 0.187, 0.214, 0.348, 0.430, -0.766, 0.635, -0.829, -0.011



Density functional theory data (wB97M-V/def2-TZVPD) for a cluster of 2 separate species, C3H6NO2 in total in a non-equilibrium geometry.

Charge   -1
Kohn-Sham gap   8.3 eV
Energy relative to the best compared isomer or geometry (same formula, charge and spin)   132.70 kJ/mol
Spin multiplicity   1

Atoms and positions in Å:
C1 -2.237 -0.355 0.577
C2 -0.887 -0.141 0.349
N1 -0.325 1.043 0.165
H1 -2.880 0.524 0.987
H2 -2.738 -1.315 0.353
H3 -0.203 -0.996 0.082
H4 -0.687 1.759 0.837
H5 0.694 1.154 -0.040
O1 1.791 -1.472 -0.438
C3 2.284 -0.415 -0.842
O2 2.564 0.576 -0.115
H6 2.624 -0.362 -1.914

What are the natural (NBO) partial charges on each atom? They are as follows, in elementary charge units: -0.646, 0.036, -0.828, 0.157, 0.195, 0.248, 0.352, 0.441, -0.767, 0.616, -0.815, 0.010